18
Properties=species:S:1:pos:R:3:nbo_charge:R:1 method="wB97M-V/def2-TZVPD" orbital_gap_ev="5.4 / 5.2" multiplicity=3 charge=+1 s2=2.028 e_lumo_ev="-6.18 / -6.31" e_above_lowest_kcal_mol=144.25 energy_ha=-679.56737
C 0.406 -0.064 -2.070 -0.262
C -0.854 -0.794 -2.325 -0.317
C -0.564 -2.153 -2.410 -0.135
C 0.811 -2.427 -2.143 -0.230
C 1.448 -1.166 -1.939 -0.279
W 1.594 1.808 -0.243 0.784
P -0.266 3.207 -0.223 0.109
H 0.593 0.973 -2.443 0.210
H -1.861 -0.344 -2.378 0.237
H -1.260 -2.896 -2.743 0.236
H 2.491 -0.942 -1.660 0.207
H 1.254 -3.392 -1.965 0.244
H -1.328 2.784 0.683 0.089
H -0.961 3.270 -1.528 0.058
H -0.089 4.613 0.089 0.047
O -0.533 -1.654 5.048 -0.936
H -1.040 -2.298 4.526 0.470
H -1.114 -0.876 5.093 0.466